{
  "formula": "C50H124N8O11",
  "method": "ωB97M-V with the def2-TZVPD basis set",
  "symbols": ["C", "C", "C", "C", "C", "C", "C", "C", "C", "N", "O", "H", "H", "H", "H", "H", "H", "H", "H", "H", "H", "H", "H", "H", "H", "H", "H", "H", "H", "H", "C", "C", "C", "C", "C", "C", "C", "C", "C", "N", "O", "H", "H", "H", "H", "H", "H", "H", "H", "H", "H", "H", "H", "H", "H", "H", "H", "H", "H", "H", "C", "C", "C", "C", "C", "C", "C", "C", "C", "N", "O", "H", "H", "H", "H", "H", "H", "H", "H", "H", "H", "H", "H", "H", "H", "H", "H", "H", "H", "H", "C", "O", "C", "C", "C", "N", "H", "H", "H", "H", "H", "H", "H", "H", "H", "H", "H", "C", "O", "C", "C", "C", "N", "H", "H", "H", "H", "H", "H", "H", "H", "H", "H", "H", "C", "O", "C", "C", "C", "N", "H", "H", "H", "H", "H", "H", "H", "H", "H", "H", "H", "C", "O", "C", "C", "C", "N", "H", "H", "H", "H", "H", "H", "H", "H", "H", "H", "H", "C", "O", "C", "C", "C", "N", "H", "H", "H", "H", "H", "H", "H", "H", "H", "H", "H", "C", "O", "H", "H", "H", "H", "C", "O", "H", "H", "H", "H", "C", "O", "H", "H", "H", "H"],
  "positions_angstrom": [[0.684, 2.348, 4.967], [-0.071, 1.019, 4.753], [0.767, 0.064, 3.846], [-0.212, 0.288, 6.137], [-1.302, 0.831, 7.030], [-2.657, 0.799, 6.330], [-2.723, 1.480, 4.962], [-3.972, 0.993, 4.138], [-2.941, 3.008, 5.129], [-1.504, 1.194, 4.197], [-1.447, 1.731, 2.902], [1.528, 2.221, 5.645], [1.229, 2.789, 4.131], [0.070, 3.083, 5.487], [1.048, 0.487, 2.882], [1.708, -0.178, 4.341], [0.176, -0.825, 3.626], [-0.418, -0.772, 5.987], [0.684, 0.413, 6.746], [-1.306, 0.260, 7.959], [-1.064, 1.844, 7.356], [-3.354, 1.308, 6.996], [-3.012, -0.222, 6.192], [-3.901, -0.076, 3.938], [-4.035, 1.476, 3.163], [-4.938, 1.118, 4.627], [-3.916, 3.205, 5.574], [-2.877, 3.554, 4.187], [-2.241, 3.598, 5.721], [-1.564, 2.668, 3.076], [0.509, -5.015, 3.120], [-0.923, -4.621, 2.960], [-1.913, -5.826, 3.286], [-1.146, -3.591, 4.079], [-2.494, -2.849, 3.926], [-2.603, -2.335, 2.501], [-2.521, -3.351, 1.309], [-3.828, -4.123, 1.258], [-2.355, -2.454, 0.097], [-1.266, -4.090, 1.578], [-0.880, -4.838, 0.547], [1.053, -4.132, 2.787], [0.877, -5.354, 4.088], [0.672, -5.816, 2.398], [-2.125, -6.435, 2.408], [-1.472, -6.459, 4.056], [-2.873, -5.490, 3.678], [-1.334, -4.071, 5.039], [-0.290, -2.947, 4.280], [-3.336, -3.508, 4.137], [-2.505, -1.998, 4.607], [-1.960, -1.461, 2.394], [-3.628, -1.966, 2.480], [-3.825, -4.922, 0.516], [-4.686, -3.514, 0.974], [-4.031, -4.735, 2.137], [-2.448, -3.007, -0.838], [-1.358, -2.014, 0.088], [-3.037, -1.608, 0.004], [-0.147, -4.303, 0.234], [4.044, -1.555, -2.479], [4.513, -0.814, -1.247], [5.751, -0.044, -1.664], [3.385, 0.153, -0.890], [3.551, 0.795, 0.447], [3.626, -0.283, 1.543], [4.778, -1.321, 1.224], [6.166, -0.691, 1.679], [4.454, -2.557, 2.108], [4.673, -1.746, -0.158], [5.667, -2.705, -0.501], [4.726, -2.340, -2.806], [3.037, -1.967, -2.408], [4.004, -0.939, -3.377], [6.195, 0.423, -0.785], [6.556, -0.714, -1.967], [5.455, 0.568, -2.516], [3.471, 0.962, -1.616], [2.414, -0.328, -1.005], [4.462, 1.390, 0.383], [2.730, 1.499, 0.583], [2.662, -0.791, 1.574], [3.764, 0.158, 2.530], [7.021, -1.099, 1.141], [6.324, -0.884, 2.740], [6.226, 0.387, 1.529], [3.514, -3.091, 1.971], [4.523, -2.410, 3.186], [5.262, -3.288, 2.066], [5.170, -3.524, -0.561], [0.706, 6.738, -2.552], [1.292, 5.504, -2.064], [1.945, 5.656, -0.789], [2.615, 4.325, -0.304], [3.383, 4.460, 1.021], [3.412, 3.697, -1.313], [-0.072, 7.066, -1.862], [0.395, 6.821, -3.593], [1.347, 7.609, -2.416], [2.686, 6.443, -0.930], [1.273, 6.119, -0.067], [1.863, 3.568, -0.080], [4.157, 5.223, 0.935], [3.972, 3.566, 1.225], [2.821, 4.692, 1.926], [4.156, 4.334, -1.560], [2.839, 3.718, -2.144], [-2.562, 4.059, -1.867], [-3.347, 4.070, -0.678], [-4.619, 3.438, -0.768], [-4.706, 1.893, -0.921], [-6.045, 1.450, -1.522], [-4.453, 1.254, 0.316], [-2.480, 3.145, -2.454], [-1.564, 4.459, -1.685], [-2.992, 4.707, -2.630], [-5.090, 3.811, 0.142], [-5.164, 3.923, -1.578], [-3.904, 1.600, -1.599], [-6.789, 1.889, -0.857], [-6.183, 0.373, -1.428], [-6.072, 1.801, -2.554], [-3.947, 1.957, 0.836], [-3.887, 0.434, 0.156], [5.681, -5.842, 0.287], [4.502, -5.167, -0.067], [3.376, -5.668, 0.521], [2.138, -5.184, -0.226], [2.270, -5.474, -1.748], [1.815, -3.810, -0.078], [6.599, -5.255, 0.312], [5.816, -6.692, -0.381], [5.528, -6.363, 1.232], [3.423, -6.756, 0.574], [3.388, -5.309, 1.550], [1.370, -5.811, 0.228], [2.503, -6.529, -1.892], [2.880, -4.858, -2.409], [1.287, -5.362, -2.206], [2.656, -3.302, -0.313], [1.637, -3.637, 0.901], [-4.181, 0.423, -8.212], [-4.587, -0.102, -6.926], [-3.533, -0.395, -5.996], [-4.180, -0.495, -4.586], [-3.185, -0.752, -3.447], [-5.205, -1.520, -4.674], [-3.506, -0.269, -8.715], [-3.490, 1.258, -8.100], [-5.005, 0.807, -8.813], [-2.960, -1.289, -6.243], [-2.778, 0.391, -6.002], [-4.583, 0.482, -4.318], [-2.426, 0.011, -3.277], [-2.676, -1.683, -3.698], [-3.664, -0.917, -2.482], [-5.688, -1.406, -5.554], [-5.888, -1.624, -3.937], [3.280, 2.127, -4.771], [1.966, 2.713, -4.529], [0.892, 1.825, -4.199], [-0.432, 2.475, -4.634], [-0.600, 2.461, -6.144], [-0.429, 3.847, -4.156], [3.853, 3.002, -5.076], [3.255, 1.461, -5.634], [3.717, 1.568, -3.944], [1.000, 0.877, -4.725], [0.809, 1.723, -3.117], [-1.268, 2.023, -4.100], [0.168, 3.070, -6.622], [-1.543, 2.925, -6.433], [-0.692, 1.453, -6.549], [-0.286, 3.867, -3.156], [0.503, 4.039, -4.493], [-1.181, 5.243, 1.110], [-2.287, 4.588, 1.727], [-0.522, 4.509, 0.647], [-1.489, 6.031, 0.423], [-0.581, 5.721, 1.885], [-2.803, 4.185, 1.024], [-0.053, 1.064, -0.173], [-1.388, 0.899, 0.214], [0.028, 1.259, -1.243], [0.357, 1.862, 0.447], [0.572, 0.211, 0.089], [-1.412, 1.000, 1.168], [0.071, -1.329, -2.674], [0.534, -2.608, -2.943], [-0.424, -1.292, -1.704], [0.966, -0.713, -2.588], [-0.531, -0.899, -3.475], [0.942, -3.009, -2.172]],
  "smiles": "CC1(C)CCCC(C)(C)N1O.CC1(C)CCCC(C)(C)N1O.CC1(C)CCCC(C)(C)N1O.COC[C@H](C)N.COC[C@H](C)N.COC[C@H](C)N.COC[C@H](C)N.COC[C@H](C)N.CO.CO.CO",
  "orbital_gap_ev": 8.382,
  "e_above_lowest_kj_mol": 211.9,
  "charge": 0
}


{
  "formula": "C3H8ClO2",
  "method": "ωB97M-V with the def2-TZVPD basis set",
  "symbols": ["O", "O", "C", "C", "C", "H", "H", "H", "H", "H", "H", "H", "H", "Cl"],
  "positions_angstrom": [[-0.791, -0.297, -1.491], [1.065, -0.911, -0.212], [-0.736, 1.087, -1.194], [1.369, -0.323, 1.044], [-0.311, -1.092, -0.449], [-1.274, 1.322, -0.260], [0.303, 1.447, -1.102], [-1.222, 1.624, -2.025], [2.464, -0.197, 1.083], [1.059, -0.968, 1.883], [0.896, 0.666, 1.167], [-0.885, -0.913, 0.480], [-0.491, -2.139, -0.760], [-1.446, 0.694, 1.837]],
  "orbital_gap_ev": 7.865,
  "e_above_lowest_kj_mol": 131.8,
  "charge": -1
}


{
  "formula": "C5H10O2",
  "method": "ωB97M-V with the def2-TZVPD basis set",
  "symbols": ["C", "C", "O", "C", "C", "C", "O", "H", "H", "H", "H", "H", "H", "H", "H", "H", "H"],
  "positions_angstrom": [[2.053, -0.204, -0.472], [0.771, 0.267, 0.228], [-0.055, 1.475, -0.486], [-1.430, 1.165, -0.297], [-1.491, 0.016, 0.762], [-0.245, -0.779, 0.432], [-0.508, -1.705, -0.589], [2.979, -0.043, 0.094], [2.058, 0.425, -1.353], [2.085, -1.263, -0.791], [0.936, 0.766, 1.175], [-1.902, 0.821, -1.235], [-2.045, 2.007, 0.078], [-1.375, 0.436, 1.766], [-2.416, -0.568, 0.712], [0.428, -1.172, 1.261], [0.157, -1.644, -1.285]],
  "smiles": "C[C@H]1OCC[C@H]1O",
  "orbital_gap_ev": 10.370,
  "e_above_lowest_kj_mol": 248.4,
  "charge": 0
}


{
  "formula": "C5H11O4P",
  "method": "ωB97M-V with the def2-TZVPD basis set",
  "symbols": ["C", "C", "O", "P", "O", "C", "C", "O", "C", "O", "H", "H", "H", "H", "H", "H", "H", "H", "H", "H", "H"],
  "positions_angstrom": [[-1.819, -0.150, -3.102], [-0.547, -0.721, -2.500], [-0.258, -1.907, -2.633], [0.765, 0.220, -1.453], [0.143, 1.710, -1.555], [-0.264, -0.668, 0.350], [0.440, 0.205, 1.325], [1.465, 0.809, 0.707], [0.798, -0.370, 2.698], [1.637, 0.566, 3.271], [-1.794, 0.923, -2.949], [-2.641, -0.685, -2.633], [-1.996, -0.506, -4.053], [0.504, 2.369, -0.947], [0.141, -1.749, 0.238], [-1.328, -0.727, 0.217], [-0.201, 1.102, 1.601], [2.076, 1.216, 1.449], [-0.249, -0.474, 3.277], [1.064, -1.458, 2.536], [2.062, 0.293, 4.156]],
  "smiles": "CC(=O)P(O)C[C@H](O)CO",
  "orbital_gap_ev": 8.571,
  "e_above_lowest_kj_mol": 445.2,
  "charge": 0
}